Entry 1:
# C35H96BrF9N8O17S3

12 unconnected molecules or ions with the total composition C35H96BrF9N8O17S3 in a non-equilibrium geometry (ωB97M-V with the def2-TZVPD basis set, OMol25).

Positions of all 169 atoms, in Å:
C -5.77981 3.77140 -0.51757
C -5.93100 2.31136 -0.83868
C -6.86326 1.91625 -2.04684
O -6.48628 2.44091 -3.21252
C -7.29423 1.85888 -4.23385
N -4.59579 1.68084 -0.97878
H -4.06834 2.06168 -1.75135
H -3.99077 1.84992 -0.18792
H -4.59636 0.69641 -1.20464
H -6.40713 4.37870 -1.17007
H -4.79112 4.20182 -0.67672
H -5.94783 3.98323 0.53836
H -6.24058 1.75683 0.04717
H -7.92174 2.12649 -1.89348
H -6.92927 0.83529 -1.92326
H -8.33364 2.16586 -4.11766
H -7.38897 0.77343 -4.26441
H -6.84043 2.18345 -5.17024
C -1.00140 3.40162 -0.26229
C -0.29920 4.63325 0.40537
C -0.43798 5.92009 -0.43532
O 0.66098 6.12304 -1.35885
C 0.36510 7.25492 -2.21631
N -0.96811 4.89370 1.84575
H -1.89437 5.25444 1.66685
H -1.14275 4.04088 2.35790
H -0.49180 5.57611 2.41807
H -0.80410 2.46606 0.26106
H -0.72298 3.35177 -1.31495
H -2.07764 3.48534 -0.41327
H 0.75747 4.41529 0.56040
H -0.61681 6.80684 0.17278
H -1.31712 5.84714 -1.07556
H 1.08791 7.27482 -3.03193
H 0.65670 8.03425 -1.51224
H -0.66426 7.37269 -2.55490
C 3.45229 -2.48219 -1.21395
C 4.67083 -1.72741 -1.82042
C 4.45410 -0.40863 -2.53738
O 5.62422 -0.00887 -3.27730
C 5.57629 1.26139 -3.95818
N 5.74695 -1.50996 -0.70215
H 6.09846 -2.40606 -0.39629
H 6.48588 -1.02639 -1.19230
H 5.37270 -0.94226 0.04469
H 3.70759 -3.39359 -0.67333
H 2.55475 -2.60856 -1.81937
H 2.97084 -1.85723 -0.46180
H 5.15244 -2.49365 -2.42790
H 4.20913 0.30877 -1.75416
H 3.56063 -0.49896 -3.15515
H 6.60313 1.44871 -4.27221
H 5.17937 1.97903 -3.24016
H 5.04579 1.14034 -4.90265
C 1.51237 1.74827 3.08112
C 1.10900 0.90482 4.29534
C 0.74420 1.87685 5.48946
O -0.01040 1.11033 6.43997
C -1.04598 1.61915 7.27478
N -0.09544 0.00688 3.95243
H 0.05212 -0.67561 3.22269
H -0.36706 -0.53085 4.76309
H -0.87548 0.54693 3.60603
H 0.95449 2.68042 2.99178
H 1.44180 1.13033 2.18598
H 2.57342 1.98502 3.15994
H 1.92708 0.20313 4.45811
H 0.18661 2.76922 5.20506
H 1.63910 2.29257 5.95250
H -0.54517 2.38549 7.86640
H -1.36796 0.97313 8.09155
H -1.83703 2.10001 6.69936
C -1.12889 -7.23937 4.47822
C 0.09272 -7.02184 3.56652
C 0.61571 -5.50034 3.33300
O 1.66732 -5.48949 2.40949
C 2.26176 -4.21448 2.38596
N 1.15098 -8.10723 3.84937
H 2.02969 -7.89878 3.39712
H 1.19860 -8.20294 4.85370
H 0.92321 -8.95520 3.35021
H -0.94458 -7.17962 5.55086
H -1.55669 -8.23033 4.32622
H -1.90809 -6.54002 4.17517
H -0.25696 -7.23745 2.55690
H 0.88476 -4.94545 4.23178
H -0.14008 -4.83907 2.90919
H 3.10264 -4.32565 3.07054
H 1.63225 -3.34356 2.56850
H 2.83124 -4.07179 1.46759
C 1.86084 2.27194 -3.05832
C 1.65434 3.48892 -3.93602
C 2.74877 4.54524 -4.19493
O 3.85522 4.08399 -4.92007
C 4.00869 4.18455 -6.31960
N 0.99240 3.06970 -5.23560
H -0.01171 3.04825 -5.12877
H 1.00387 3.80071 -5.93245
H 1.31107 2.23805 -5.71193
H 2.06395 2.61867 -2.04509
H 2.75646 1.70262 -3.30699
H 1.04783 1.59079 -2.80702
H 0.82976 4.03800 -3.48140
H 3.14799 4.82258 -3.21932
H 2.16600 5.36877 -4.60758
H 3.72407 5.19028 -6.62880
H 3.54831 3.44720 -6.97721
H 5.05614 3.99993 -6.55804
C -4.29325 -2.97351 2.47961
C -3.20597 -3.97337 1.96456
C -3.61981 -5.40009 1.83597
O -2.46245 -6.09611 1.48504
C -2.56570 -7.52841 1.13731
N -2.88237 -3.53625 0.50372
H -2.49833 -4.32170 -0.00193
H -3.72556 -3.26530 0.01821
H -2.25216 -2.74702 0.49609
H -5.31971 -3.08253 2.12951
H -3.93424 -1.94988 2.37293
H -4.46844 -3.19513 3.53238
H -2.20754 -3.87508 2.39069
H -4.45138 -5.61896 1.16612
H -3.79465 -5.78368 2.84114
H -2.77282 -7.91716 2.13435
H -1.58759 -7.90083 0.83284
H -3.25327 -7.87985 0.36801
C -2.53428 -1.89599 -3.07538
C -0.99444 -2.10356 -3.23085
C -0.46202 -3.10237 -4.43452
O -0.89764 -2.57297 -5.70452
C -0.72575 -3.36904 -6.87320
N -0.34814 -0.75275 -3.27052
H 0.35919 -0.86818 -3.98218
H -0.98941 0.00205 -3.46840
H -0.00325 -0.52200 -2.34970
H -2.68758 -1.23052 -2.22582
H -2.97186 -2.86962 -2.85473
H -3.04838 -1.35684 -3.87105
H -0.55553 -2.43563 -2.29000
H -1.06463 -3.98291 -4.21178
H 0.62290 -3.18164 -4.36556
H -1.10326 -4.38829 -6.79115
H 0.29152 -3.36108 -7.26463
H -1.19323 -2.87443 -7.72463
C 4.64403 2.33059 0.02463
F 5.87689 1.89401 0.21442
F 4.36068 2.70138 -1.20299
F 3.73955 1.50289 0.37977
S 4.56793 3.88341 1.12017
O 3.18762 4.28786 1.20617
O 4.95888 3.48903 2.46263
O 5.36730 4.89905 0.48667
C -4.36579 3.05635 4.34597
F -3.70075 4.16780 4.53441
F -4.54531 2.28653 5.42745
F -5.58171 3.29162 3.83893
S -3.24969 2.02186 3.09205
O -1.86024 2.51965 3.26494
O -3.46733 0.64349 3.52355
O -3.82282 2.22929 1.74123
C 4.98499 -0.68798 3.09365
F 3.73289 -1.11097 3.32697
F 4.99752 0.03404 2.00089
F 5.34866 0.08824 4.21815
S 6.12135 -2.19888 2.89393
O 5.34046 -3.25945 2.27050
O 7.25633 -1.78669 2.05889
O 6.48184 -2.51078 4.28513
Br -0.13604 -1.07485 0.39707

Kohn-Sham gap in eV: 4.37
Relative energy (zero: lowest compared OMol25 entry of this formula, charge and spin) in kcal per mole: 0.00
Net charge: +4
LUMO energy in eV: -9.8
DFT total energy in Ha: -7774.0241
HOMO energy in eV: -14.1802
Spin multiplicity: 1

Entry 2:
# C36H100O14

14 unconnected molecules or ions with the total composition C36H100O14 in a non-equilibrium geometry (ωB97M-V with the def2-TZVPD basis set, OMol25).

Positions of all 150 atoms, in Å:
C 10.28249 15.67769 15.13745
C 9.99132 14.18302 15.07343
C 8.52470 13.85620 15.22307
O 10.43351 13.71750 13.81618
H 10.10830 15.91801 16.18626
H 9.59965 16.21789 14.48169
H 11.32806 15.86073 14.88974
H 10.51854 13.58905 15.81998
H 8.17429 14.30494 16.15256
H 8.39702 12.79068 15.41398
H 7.86742 14.21161 14.42949
H 11.38654 13.82308 13.86295
C 14.78122 13.35585 15.00963
C 13.79280 14.49679 14.99729
C 14.45993 15.92395 15.03584
O 13.06301 14.49363 13.80891
H 15.35942 13.32767 14.08606
H 14.26729 12.39744 15.08334
H 15.39334 13.36168 15.91151
H 13.09332 14.43410 15.83090
H 13.69778 16.66883 15.26471
H 14.97672 16.09074 14.09074
H 15.22081 15.98297 15.81410
H 13.65424 14.35197 13.06597
C 14.89437 14.14493 6.22830
C 14.97955 12.67781 6.59414
C 13.61723 12.05310 6.82774
O 15.78586 11.98374 5.65851
H 13.93448 14.35409 5.75611
H 15.57114 14.44420 5.42797
H 14.96557 14.79356 7.10141
H 15.59020 12.63003 7.49577
H 12.95926 11.98471 5.96143
H 13.09108 12.61365 7.60043
H 13.78128 11.00926 7.09529
H 16.57489 12.46314 5.39542
C 20.13225 9.72437 13.10055
C 18.72391 9.31240 12.75642
C 17.65186 10.40010 12.87023
O 18.55388 8.78991 11.45562
H 20.47911 10.41792 12.33454
H 20.81565 8.87546 13.12105
H 20.19976 10.18244 14.08732
H 18.42072 8.48197 13.39405
H 17.43611 10.49861 13.93411
H 16.73050 10.18004 12.33099
H 18.07503 11.32762 12.48457
H 19.32426 8.23571 11.31081
C 8.17941 16.37757 10.37596
C 8.60463 15.40394 11.49087
C 8.41380 13.88756 11.07047
O 9.94859 15.63082 11.78854
H 8.80817 16.34078 9.48636
H 8.46685 17.36237 10.74426
H 7.12471 16.30383 10.11086
H 7.94084 15.55042 12.34294
H 8.65770 13.29296 11.95084
H 9.03243 13.55747 10.23594
H 7.36268 13.68116 10.86884
H 10.19626 14.98527 12.45451
C 15.16259 12.53223 10.88137
C 14.26997 13.69281 10.47016
C 12.79401 13.24188 10.47388
O 14.40868 14.77874 11.40722
H 16.20414 12.71039 10.61392
H 14.91331 11.64852 10.29399
H 15.10758 12.23045 11.92731
H 14.53341 14.03971 9.47098
H 12.12984 13.86854 9.87867
H 12.32290 13.23351 11.45678
H 12.63878 12.22597 10.11066
H 13.78541 15.42864 11.07439
C 19.64377 15.02743 8.99781
C 18.41504 15.12071 8.04706
C 17.36414 16.01456 8.63471
O 18.76033 15.59614 6.80441
H 19.33982 14.57869 9.94351
H 20.08962 15.97129 9.31156
H 20.36859 14.32525 8.58589
H 18.11179 14.07644 7.97185
H 17.81798 16.99928 8.74627
H 17.00822 15.70359 9.61691
H 16.49872 16.10761 7.97858
H 19.23549 16.40467 7.00961
C 13.66427 8.49226 9.24132
C 13.24777 8.02701 10.59535
C 13.69331 8.94644 11.70856
O 11.77186 8.11426 10.70028
H 14.75207 8.51048 9.17451
H 13.34153 9.52913 9.14730
H 13.23349 7.83045 8.48996
H 13.67771 7.03818 10.75497
H 14.77992 8.93517 11.79363
H 13.27374 8.56357 12.63887
H 13.30608 9.95579 11.56942
H 11.38193 7.75825 9.89852
C 18.18004 13.79993 13.03480
C 19.58819 14.15815 13.35516
O 20.40842 12.99449 13.28407
H 18.18694 13.43893 12.00634
H 17.54903 14.68504 12.95403
H 17.72968 13.06632 13.70345
H 19.58333 14.65119 14.32726
H 19.94721 14.95156 12.69964
H 20.37459 12.66954 14.18677
C 10.46388 10.49666 8.23449
C 8.94754 10.47559 8.60999
O 8.15221 11.07225 7.65274
H 10.81224 11.52392 8.34171
H 10.67776 10.24203 7.19646
H 11.12689 9.91226 8.87245
H 8.77592 10.92638 9.58746
H 8.70445 9.41324 8.63053
H 7.29909 11.14646 8.08665
C 18.88130 10.82546 9.16282
C 20.33160 10.48758 8.92813
O 21.03449 11.65387 8.67361
H 18.54325 11.43070 8.32168
H 18.68319 11.37240 10.08461
H 18.22065 9.95853 9.17176
H 20.49129 9.79644 8.10052
H 20.88196 10.06555 9.76901
H 21.37413 11.90626 9.53532
C 13.32510 17.28102 8.73755
C 12.02286 16.79507 9.25923
O 12.28431 16.18208 10.46615
H 13.83031 18.11188 9.23003
H 13.18714 17.74843 7.76257
H 14.04467 16.48229 8.55775
H 11.56741 16.13527 8.52077
H 11.38475 17.64874 9.48762
H 11.43536 16.04662 10.89338
C 14.34866 18.17690 12.46708
C 13.92298 19.52634 11.92833
O 15.13532 20.29084 11.70008
H 15.06932 18.25361 13.28125
H 14.76728 17.57533 11.66025
H 13.45448 17.66890 12.82829
H 13.27409 20.14532 12.54794
H 13.32662 19.40836 11.02360
H 14.82930 21.11454 11.31346
C 10.03579 10.70221 12.59525
C 9.63160 9.24241 12.86259
O 10.87115 8.68070 13.22457
H 10.84891 10.68365 11.86958
H 10.40883 11.30357 13.42429
H 9.23385 11.23067 12.07977
H 9.24296 8.76449 11.96334
H 8.84245 9.12293 13.60493
H 11.23252 8.36720 12.39227

Kohn-Sham gap in eV: 9.84
Relative energy (zero: lowest compared OMol25 entry of this formula, charge and spin) in kcal per mole: 83.63
Net charge: 0
LUMO energy in eV: 0.5
DFT total energy in Ha: -2484.8404
HOMO energy in eV: -9.3310
Spin multiplicity: 1

Q: What is the formula in the first record?
A: C35H96BrF9N8O17S3

Q: DFT total energy of number 2 (C36H100O14)?
A: -2484.8404 Ha

Q: DFT total energy of number 2 (C36H100O14)?
A: -2484.8404 Ha